Computed, not measured: C11H5N2O5Yb as an isolated structure in a non-equilibrium geometry, with ωB97M-V/def2-TZVPD.

Output
Relative energy (zero: lowest compared OMol25 entry of this formula, charge and spin)   0.0 kcal per mole
Total charge   +2
Orbital gap (spin up / spin down)   0.24719 / 0.20231 Ha
Multiplicity   2

```
24
C11H5N2O5Yb, DFT ωB97M-V/def2-TZVPD
O 1.12 3.42 -6.39
C 1.11 3.15 -5.26
Yb 1.04 1.62 -1.50
C 1.19 1.82 1.06
O 1.14 1.75 2.20
C 1.25 -0.60 -1.69
O 1.32 -1.76 -1.55
C 3.60 1.10 -1.60
O 4.73 0.89 -1.62
C -1.27 1.13 -2.17
O -2.40 0.87 -2.29
H 1.17 0.58 -3.22
N 0.64 -3.64 3.68
C 0.04 -2.85 3.10
C -0.65 -1.85 2.38
C -1.99 -1.57 2.65
C -2.55 -0.52 1.91
C -1.78 0.23 1.00
N -0.57 -0.12 0.79
C 0.08 -1.10 1.42
H -2.55 -2.15 3.37
H -3.58 -0.24 2.04
H -2.19 1.11 0.47
H 1.11 -1.27 1.23
```

These are the Löwdin partial charges, in e, on atoms 1 to 2: 0.050, -0.004

Computed, not measured: a 14-piece molecular cluster, C5H39N2O13S overall in a non-equilibrium geometry, with ωB97M-V/def2-TZVPD.

Output
Relative energy (zero: lowest compared OMol25 entry of this formula, charge and spin)   33.3 kcal per mole
Total charge   -1
Orbital gap   0.23457 Ha

```
60
C5H39N2O13S, DFT ωB97M-V/def2-TZVPD
C 2.34 -0.09 -0.02
N 1.11 -0.60 0.59
C 0.09 0.49 0.68
C -0.96 0.23 -0.40
S -2.00 1.64 -1.00
C -0.57 0.43 2.05
N -0.81 -0.91 2.58
C 3.17 -1.14 -0.78
H 2.09 0.67 -0.76
H 2.89 0.36 0.81
H 0.83 -1.48 0.18
H 0.55 1.43 0.39
H -0.47 -0.12 -1.30
H -1.65 -0.57 -0.17
H -1.50 1.00 2.16
H -0.03 1.03 2.80
H 0.00 -1.42 2.88
H -1.36 -1.39 1.88
H 3.21 -1.02 -1.86
H 4.18 -1.27 -0.41
H 2.61 -2.06 -0.68
H -0.27 1.72 -2.81
H 0.62 0.47 -2.90
O 0.66 1.43 -2.87
H -0.23 4.90 1.22
H -0.22 3.43 0.91
O -0.19 4.04 1.66
H -4.03 -0.42 -1.92
H -3.37 -0.56 -0.59
O -3.95 -1.05 -1.20
H -1.23 -4.73 2.25
H -1.89 -4.22 1.02
O -1.57 -5.06 1.42
H 0.83 -3.30 1.25
H 0.67 -4.81 0.79
O 1.28 -4.13 1.10
H 1.94 3.07 3.66
H 1.96 2.30 2.44
O 2.56 2.58 3.13
H -3.01 4.56 0.87
H -3.42 3.09 1.02
O -3.74 4.00 1.14
H 0.43 -2.60 -2.45
H 0.44 -3.39 -1.12
O 0.11 -2.60 -1.55
H -1.48 -2.51 -0.75
H -2.94 -2.92 -0.46
O -2.09 -2.78 -0.03
H 3.78 -1.60 1.90
H 2.63 -1.11 2.65
O 3.48 -1.55 2.82
H 3.04 -2.88 -2.56
H 2.80 -4.38 -2.32
O 2.39 -3.58 -2.60
H 2.50 4.21 -1.89
H 1.75 2.85 -1.64
O 1.80 3.78 -1.40
H -2.30 3.97 -3.09
H -0.96 3.41 -2.62
O -1.40 3.84 -3.37
```

These are the Löwdin partial charges, in e, on atoms 1 to 2: -0.259, -0.035

Computed, not measured: C21H29N3O4S in the gas phase, with ωB97M-V/def2-TZVPD.

Output
Relative energy (zero: lowest compared OMol25 entry of this formula, charge and spin)   38.6 kcal per mole
Total charge   0
Orbital gap   0.33185 Ha
SMILES   COC(=O)c1cc(S(=O)(=O)NCC2CCN(Cc3cc(C)ccc3C)CC2)c[nH]1

```
58
C21H29N3O4S, DFT ωB97M-V/def2-TZVPD
C 6.69 -1.93 5.87
H 6.69 -2.43 6.84
H 7.30 -2.47 5.16
H 7.06 -0.91 6.01
O 5.37 -1.90 5.33
C 4.45 -1.30 6.08
O 4.67 -0.78 7.15
C 3.12 -1.33 5.46
C 2.65 -1.85 4.27
C 1.28 -1.58 4.23
C 0.95 -0.90 5.38
N 2.07 -0.75 6.11
H 2.16 -0.31 7.02
H -0.01 -0.54 5.69
S 0.15 -1.99 2.92
O -1.17 -1.70 3.39
O 0.46 -3.29 2.42
N 0.51 -0.91 1.71
H 1.36 -1.14 1.23
C 0.28 0.48 1.98
H -0.53 0.51 2.71
C -0.14 1.26 0.73
C 0.95 1.28 -0.34
C 0.47 2.04 -1.57
N -0.70 1.39 -2.11
C -1.79 1.42 -1.15
C -1.40 0.65 0.11
H -1.20 -0.39 -0.14
H -2.22 0.68 0.83
H -2.67 0.96 -1.61
H -2.05 2.46 -0.88
C -1.11 1.94 -3.39
C -2.05 1.01 -4.13
C -1.98 -0.36 -3.87
C -2.81 -1.26 -4.51
C -3.72 -0.78 -5.45
C -3.78 0.58 -5.72
C -2.95 1.49 -5.08
C -3.05 2.95 -5.41
H -2.08 3.33 -5.72
H -3.38 3.52 -4.55
H -3.76 3.11 -6.22
H -4.49 0.93 -6.46
H -4.38 -1.46 -5.96
C -2.71 -2.73 -4.23
H -1.99 -3.19 -4.90
H -3.67 -3.22 -4.37
H -2.37 -2.90 -3.21
H -1.27 -0.70 -3.14
H -0.22 2.07 -4.01
H -1.58 2.93 -3.27
H 1.25 2.04 -2.33
H 0.26 3.10 -1.30
H 1.86 1.76 0.05
H 1.19 0.26 -0.64
H -0.35 2.29 1.04
H 1.17 0.96 2.43
H 3.22 -2.38 3.54
```

These are the Löwdin partial charges, in e, on atoms 1 to 2: -0.044, 0.099

Computed, not measured: H3IN2 in the gas phase in a non-equilibrium geometry, with ωB97M-V/def2-TZVPD.

Output
Relative energy (zero: lowest compared OMol25 entry of this formula, charge and spin)   41.8 kcal per mole
Total charge   0
Orbital gap (spin up / spin down)   0.28221 / 0.24264 Ha
Multiplicity   3

```
6
H3IN2, DFT ωB97M-V/def2-TZVPD
N 0.39 0.14 -0.30
N -0.76 -0.92 -0.17
I -2.66 0.05 0.02
H 0.24 0.54 -1.15
H 0.15 0.72 0.53
H -0.87 -1.36 0.75
```

These are the Löwdin partial charges, in e, on atoms 1 to 2: -0.057, -0.481